# 1
145
Properties=species:S:1:pos:R:3 method="wB97M-V/def2-TZVPD" lumo_ev=0.076 smiles="O=S1(=O)CCCC1.O=S1(=O)CCCC1.O=S1(=O)CCCC1.O=S1(=O)CCCC1.O=S1(=O)CCCC1.O=S1(=O)CCCC1.O=S1(=O)CCCC1.O=S1(=O)CCCC1.O=S1(=O)CCCC1.ClC(Cl)Cl.ClC(Cl)Cl" orbital_gap_ev=9.9
O 0.93102 2.85806 -7.18521
S 0.06761 3.92808 -6.75236
O 0.68787 5.00098 -5.90069
C -0.79489 4.67777 -8.10026
C -2.03702 5.26651 -7.37483
C -2.56134 4.14202 -6.53422
C -1.37671 3.50870 -5.82723
H -1.04074 3.90645 -8.78443
H -0.16610 5.41832 -8.53725
H -1.78586 6.11014 -6.74233
H -2.90028 5.68360 -7.96159
H -2.91544 3.34817 -7.22052
H -3.35464 4.36894 -5.78879
H -1.45432 2.42900 -5.75079
H -1.14508 3.94056 -4.76456
O 2.00786 -3.75813 -0.05883
S 3.37189 -3.80370 -0.52934
O 4.23299 -4.88763 -0.18088
C 3.22214 -3.81010 -2.31471
C 4.07596 -2.64036 -2.82812
C 4.05178 -1.53383 -1.67629
C 4.33317 -2.28565 -0.40429
H 2.18802 -3.59755 -2.53937
H 3.43049 -4.79613 -2.67098
H 5.17683 -2.92316 -2.90713
H 3.77584 -2.27359 -3.78546
H 3.11595 -0.95314 -1.70102
H 4.87344 -0.87462 -1.81319
H 4.16874 -1.71918 0.50245
H 5.38947 -2.59276 -0.38349
O 3.83889 2.54565 -2.08834
S 3.58404 3.59804 -1.16288
O 3.64930 3.29221 0.25372
C 4.37129 5.08963 -1.68771
C 3.55539 5.38497 -2.95308
C 2.12004 5.37037 -2.43085
C 1.91815 4.20028 -1.54929
H 5.43436 4.80752 -1.83018
H 4.19792 5.74260 -0.81617
H 3.86649 6.40086 -3.35853
H 3.77606 4.73878 -3.83488
H 1.46733 5.40267 -3.25338
H 1.99988 6.39680 -1.99382
H 1.51264 3.41782 -2.15704
H 1.37625 4.39513 -0.67103
O -6.42875 -2.53836 3.67022
S -5.10984 -2.87161 3.09982
O -3.96600 -2.05375 3.43746
C -4.79766 -4.60461 3.43019
C -4.27299 -5.15118 2.11168
C -5.30452 -4.55752 1.14124
C -5.31242 -3.09752 1.39254
H -5.71778 -5.00535 3.77775
H -4.03941 -4.68829 4.19799
H -3.27839 -4.72872 1.91745
H -4.21912 -6.24654 2.05293
H -6.29812 -4.98965 1.28508
H -5.02060 -4.73159 0.12267
H -6.27915 -2.60783 1.14011
H -4.54663 -2.61074 0.82768
O -2.12423 -5.89963 4.58873
S -0.68101 -5.90110 4.55914
O 0.10829 -6.03666 5.78010
C -0.00046 -6.98491 3.29804
C -0.22121 -6.13895 1.99183
C 0.15803 -4.69619 2.27044
C -0.08385 -4.34949 3.77970
H -0.51903 -7.95287 3.26481
H 1.02614 -7.23979 3.47223
H 0.30048 -6.64530 1.15944
H -1.27884 -6.05139 1.73558
H -0.37972 -4.04494 1.65035
H 1.19017 -4.52004 2.11244
H -0.83667 -3.56884 3.91920
H 0.86419 -4.07857 4.26196
O -1.40902 2.47970 5.95465
S -1.69083 1.25496 5.25546
O -0.92933 1.01088 4.05230
C -1.28610 -0.00486 6.49997
C -2.36967 -0.97288 6.28686
C -3.64118 -0.17406 6.09010
C -3.43793 0.95535 5.04220
H -1.20045 0.46538 7.49930
H -0.35098 -0.44056 6.17778
H -2.22032 -1.55794 5.36241
H -2.56831 -1.57735 7.15220
H -4.05976 0.15355 7.07091
H -4.37882 -0.77476 5.61470
H -4.05456 1.82506 5.15454
H -3.42805 0.39743 4.08195
O -0.30232 0.98137 -4.64424
S 0.89100 0.23145 -4.71944
O 1.13327 -0.91007 -3.77029
C 1.10025 -0.28166 -6.33961
C 2.57843 -0.16901 -6.67362
C 3.37401 0.33151 -5.43105
C 2.35084 1.20863 -4.62209
H 0.40777 0.15758 -7.07290
H 0.71840 -1.27604 -6.28717
H 3.04969 -1.08167 -6.95429
H 2.69563 0.52765 -7.51984
H 4.32986 0.87655 -5.76618
H 3.77723 -0.49149 -4.78129
H 2.22918 2.15719 -5.16075
H 2.70153 1.44283 -3.63733
O -3.46938 -0.95403 -0.32772
S -2.22469 -1.53574 0.12317
O -2.34995 -2.83068 0.75442
C -1.17644 -1.51821 -1.30498
C -0.48227 -0.13048 -1.29258
C -0.75730 0.60674 0.03849
C -1.21242 -0.33973 1.11686
H -1.83300 -1.75294 -2.13053
H -0.45475 -2.35044 -1.08046
H 0.61240 -0.15806 -1.35828
H -0.85745 0.42728 -2.08322
H -1.56619 1.39157 -0.01009
H 0.06629 1.14624 0.38832
H -1.85802 0.24912 1.76961
H -0.47188 -0.85888 1.66129
O 2.02675 -0.09965 1.41940
S 2.86477 0.24393 2.53953
O 4.19667 -0.27713 2.54442
C 2.89981 2.02168 2.81604
C 2.86114 2.16553 4.32753
C 2.92558 0.77228 5.01921
C 2.04987 -0.13598 4.08760
H 1.91649 2.35290 2.42487
H 3.80904 2.51732 2.25135
H 3.59307 2.89212 4.55400
H 1.89638 2.63858 4.53569
H 2.48439 0.88130 5.98695
H 3.92902 0.31428 5.08516
H 1.03063 0.17637 4.06531
H 2.11302 -1.14300 4.17598
Cl -3.51992 2.57264 1.62631
C -4.68332 2.15124 0.35668
Cl -4.66760 3.47419 -0.85210
Cl -6.25758 1.92683 1.03203
H -4.31939 1.30090 -0.14510
Cl 1.43895 5.56155 4.02055
C -0.17118 5.41584 3.40991
Cl -0.58003 3.65071 3.14215
Cl -0.27499 6.26707 1.87172
H -0.70358 5.89286 4.12558

---

# 2
56
Properties=species:S:1:pos:R:3 method="wB97M-V/def2-TZVPD" charge=-1 lumo_ev="2.251 / 2.251" e_above_lowest_kcal_mol=73.4 orbital_gap_ev="6.1 / 6.2"
Au 0.38428 0.01319 0.24680
O 5.34069 2.68569 -0.10798
C 5.21391 2.60148 1.23019
C 6.26250 3.08681 2.01334
C 6.19346 3.02828 3.39214
C 5.07672 2.48306 4.01834
C 4.03984 2.00132 3.23987
C 4.08442 2.04985 1.84926
C 2.91974 1.50143 1.08378
O 1.96965 0.97875 1.70865
N 3.02226 1.61919 -0.23666
N 1.92282 1.10938 -0.90372
C 1.87170 1.42546 -2.13614
S 3.10658 2.47172 -2.84828
C 2.41649 2.39236 -4.52577
C 0.91166 2.25797 -4.39636
S 0.58740 0.91949 -3.21979
H 4.50919 2.30618 -0.49062
H 7.12272 3.50652 1.50811
H 7.01638 3.40969 3.98507
H 5.01884 2.43420 5.09761
H 3.15807 1.56791 3.69274
H 2.83567 1.54078 -5.06155
H 2.69799 3.31224 -5.03912
H 0.43756 1.97380 -5.33614
H 0.46589 3.18385 -4.03287
C -0.51120 -4.07606 -2.72948
Ge -1.12738 -2.74580 -1.41037
C -1.81153 -3.73668 0.13687
C -2.60979 -1.74939 -2.24487
C 0.42276 -1.65969 -0.95789
H -1.35106 -4.69913 -3.04422
H 0.26007 -4.71822 -2.30212
H -0.09690 -3.58233 -3.60902
H -2.68944 -4.33913 -0.10236
H -2.06469 -3.02317 0.92135
H -1.02789 -4.39717 0.51209
H -3.45229 -2.41076 -2.47341
H -2.27815 -1.27487 -3.17075
H -2.94031 -0.97728 -1.55748
H 0.85598 -1.34315 -1.91880
C -4.83748 0.69898 2.99130
Si -4.28956 -0.69548 1.85765
C -5.48632 -0.78354 0.41250
C -4.35892 -2.31227 2.81034
C -2.60289 -0.40636 1.25853
C -1.46118 -0.26365 0.85991
H -5.85441 0.53186 3.35367
H -4.81237 1.65617 2.46767
H -4.17404 0.78024 3.85417
H -6.50781 -0.96551 0.75535
H -5.21033 -1.58240 -0.27720
H -5.47445 0.15257 -0.14937
H -5.36509 -2.51429 3.18518
H -3.67528 -2.27584 3.66091
H -4.05451 -3.14823 2.17896

---

# 3
16
Properties=species:S:1:pos:R:3 method="wB97M-V/def2-TZVPD" lumo_ev=0.254 e_above_lowest_kcal_mol=57.8 orbital_gap_ev=10.0
C 1.93145 2.51236 -0.21079
C -0.15450 0.36291 0.05184
C -0.91540 -0.65114 0.55774
C -0.45531 1.86275 0.24789
C 1.01898 0.03168 -1.04659
C -0.90219 -2.21288 0.45307
N 0.85451 2.41001 0.19817
Br 2.60879 -1.04462 -0.09890
H 1.58443 0.94376 -1.24595
H -1.54130 -0.57099 1.37738
H -0.98005 2.12160 -0.64672
H -1.03063 2.27940 1.06850
H 0.90073 -0.41489 -1.98428
H -1.47366 -2.50372 -0.40412
H -1.51627 -2.45003 1.28628
H 0.07042 -2.67621 0.39650

---

# 4
14
Properties=species:S:1:pos:R:3 method="wB97M-V/def2-TZVPD" lumo_ev=0.985 e_above_lowest_kcal_mol=78.2 orbital_gap_ev=10.3
C -2.04464 0.69924 0.14358
N -1.65343 -0.67299 -0.22768
C -0.36921 -0.89864 -0.09100
N 0.60116 -0.00099 0.47424
C 1.39586 0.93826 -0.37837
C 2.01881 -0.34331 0.11360
H -3.17538 0.78887 -0.17895
H -1.18345 1.49839 -0.37314
H -1.78725 0.64997 1.31719
H 0.07065 -1.94763 -0.42468
H 1.15467 1.02724 -1.46242
H 1.55759 1.87231 0.15616
H 2.14933 -1.30443 -0.51846
H 2.57492 -0.24014 1.03148

---

# 5
45
Properties=species:S:1:pos:R:3 method="wB97M-V/def2-TZVPD" lumo_ev=0.584 smiles="O=C(CSc1nc2ccccc2c(=O)n1Cc1ccco1)N1CCCC1" e_above_lowest_kcal_mol=21.6 orbital_gap_ev=8.9
O -1.45413 -1.56820 1.82880
C -1.73344 -1.80251 0.66931
C -0.72707 -2.44912 -0.28052
S 0.93396 -1.87651 0.16135
C 0.60410 -0.15997 0.11905
N -0.51103 0.21424 -0.40306
C -0.81700 1.54506 -0.39240
C -2.03854 1.97404 -0.92406
C -2.36233 3.31047 -0.90925
C -1.48384 4.25165 -0.37265
C -0.27642 3.84740 0.14885
C 0.06901 2.49451 0.14499
C 1.34533 2.05630 0.69316
O 2.19595 2.78515 1.16015
N 1.54293 0.66906 0.65060
C 2.78524 0.14103 1.18520
C 3.64255 -0.42999 0.10356
C 3.94332 0.03143 -1.14498
C 4.79296 -0.94003 -1.72783
C 4.94354 -1.91256 -0.78989
O 4.24916 -1.61350 0.31976
N -2.95138 -1.56299 0.16102
C -3.41370 -1.78497 -1.19471
C -4.83374 -1.21139 -1.21018
C -5.27531 -1.32063 0.24797
C -3.99250 -0.99005 0.99890
H -0.71726 -3.52985 -0.13508
H -0.90564 -2.20857 -1.32451
H -2.70832 1.23726 -1.33783
H -3.30782 3.63757 -1.31758
H -1.75456 5.29650 -0.36869
H 0.42501 4.55182 0.56966
H 3.28175 0.98722 1.67486
H 2.57164 -0.63902 1.92236
H 3.60710 0.94699 -1.58761
H 5.22796 -0.91017 -2.70549
H 5.49895 -2.82897 -0.78875
H -2.76733 -1.28012 -1.91825
H -3.42158 -2.85815 -1.42050
H -5.48573 -1.75288 -1.89242
H -4.81289 -0.16330 -1.51043
H -6.08758 -0.64091 0.49388
H -5.58979 -2.34065 0.47133
H -3.93674 -1.42296 1.99865
H -3.84456 0.09291 1.08420

---

The calculation returns the following E values, one per record and in order: -9191.282488; -4299.218580; -2862.058091; -266.597386; -1523.637183 a.u..